1.
17
Properties=species:S:1:pos:R:3:forces:R:3 method="wB97M-V/def2-TZVPD" relative_energy_ev=5.376 homo_energy_ev="-9.12 / -7.62" orbital_gap_ev="9.47 / 6.24" e_tot_ev=-11373.971 total_charge=0
C 1.4528 0.1830 0.0372 -1.70 -0.07 0.50
C -0.8295 -1.4080 -0.9186 -0.34 -0.17 -0.90
C 1.6249 1.1003 0.9251 0.27 -1.11 -1.72
C -2.6863 0.4556 0.2746 -1.37 2.09 2.02
C -1.7383 -0.2564 0.9739 -0.55 1.13 -2.24
C 1.6407 -0.7935 -0.9818 -0.40 -1.57 1.66
N 0.3387 -1.1969 -1.6026 1.94 0.57 0.85
N -0.8702 -1.0341 0.4133 2.08 -1.69 -0.92
O -1.6804 -1.9736 -1.5947 -0.93 0.03 1.10
H 0.7960 1.3132 1.5171 -1.01 0.86 1.48
H 2.5353 1.6187 0.8566 1.09 1.20 0.67
H -3.2770 1.2903 0.7700 0.84 -1.34 -0.34
H -2.9532 0.3484 -0.7381 0.19 -0.61 -1.09
H -1.4604 -0.0430 1.9481 -0.34 0.41 2.18
H 2.3393 -0.3609 -1.6504 0.50 0.00 -1.50
H 2.2229 -1.5592 -0.3396 -1.01 0.13 -1.52
H 0.2652 -1.7710 -2.4280 0.74 0.12 -0.24

2.
85
Properties=species:S:1:pos:R:3:forces:R:3 method="wB97M-V/def2-TZVPD" spin_multiplicity=4 relative_energy_ev=0.093 homo_energy_ev="-4.17 / -4.61" orbital_gap_ev="5.61 / 5.93" e_tot_ev=-290879.848 total_charge=-1
V -1.3137 0.3983 -0.1149 0.41 -0.51 -0.14
Br 1.8351 -1.8703 6.3995 0.02 -0.01 0.01
C 0.7058 -1.1668 5.0473 -0.03 0.01 -0.01
C 1.1899 -1.0086 3.7620 0.01 0.01 -0.04
C 0.3506 -0.5032 2.7831 0.05 0.05 -0.01
C -0.9570 -0.1412 3.0809 0.00 0.01 -0.06
C -1.4318 -0.3251 4.3786 0.00 -0.04 -0.06
C -0.6009 -0.8345 5.3630 -0.04 0.01 0.03
N -1.7460 0.3798 2.0225 0.18 0.06 0.07
C -2.7323 1.1460 2.2827 0.09 0.06 0.12
C -3.5414 1.6525 1.1897 -0.03 0.16 0.11
C -4.6440 2.4684 1.3995 -0.08 -0.11 0.08
C -5.3994 2.8557 0.3107 0.02 -0.01 -0.05
C -5.0236 2.4106 -0.9516 -0.12 0.05 -0.04
C -3.8925 1.6342 -1.0893 0.21 -0.14 0.15
N -3.1428 1.2795 -0.0349 -0.44 0.56 -0.32
H 2.2072 -1.2766 3.5117 0.00 0.00 0.00
H 0.7269 -0.3868 1.7737 -0.03 -0.01 0.05
H -2.4615 -0.1112 4.6275 -0.05 0.02 -0.02
H -0.9730 -0.9838 6.3674 0.00 0.00 -0.01
H -2.9787 1.4533 3.2938 -0.07 0.01 0.08
H -4.8969 2.7707 2.4075 -0.02 -0.01 -0.02
H -6.2694 3.4865 0.4357 0.00 0.00 0.01
H -5.5959 2.6727 -1.8305 0.00 0.00 0.01
H -3.5460 1.2694 -2.0475 -0.02 0.05 -0.04
N 0.6103 2.6386 -2.0365 0.05 0.02 -0.05
C -0.1664 1.7368 -2.7354 -0.05 -0.12 -0.04
N -0.1594 1.6640 -4.0544 0.00 0.02 -0.02
N -1.0073 0.6519 -4.3339 -0.02 -0.04 0.05
N -1.4828 0.1450 -3.2508 -0.04 0.15 -0.04
N -0.9617 0.8133 -2.1898 0.00 0.08 0.22
C 0.4379 2.9357 -0.7053 0.01 0.11 0.14
N 0.9486 4.0184 -0.1389 0.00 -0.02 -0.03
N 0.5581 3.9350 1.1473 -0.07 -0.10 0.01
N -0.1403 2.8707 1.3424 0.12 0.06 0.05
N -0.2292 2.1868 0.1705 -0.22 -0.02 -0.08
H 1.0248 3.3709 -2.5893 0.01 -0.03 0.00
C 1.4650 -1.4309 -2.4892 -0.04 -0.03 -0.03
N 0.2289 -2.1574 -2.6973 0.03 -0.12 0.04
C -0.2235 -2.6489 -3.9011 0.11 0.08 0.06
C -1.4293 -3.1996 -3.6559 -0.08 -0.09 0.02
N -1.7237 -3.0498 -2.3196 -0.02 -0.05 0.00
B -3.1272 -3.5951 -1.7665 0.15 0.05 -0.12
N -3.0323 -3.8549 -0.2512 -0.05 -0.01 0.13
C -2.3629 -4.9501 0.2584 -0.01 0.05 -0.12
C -2.3490 -4.8636 1.5997 -0.04 0.09 0.05
N -3.0277 -3.6999 1.9205 -0.02 0.01 -0.02
C -3.2291 -3.2149 3.2631 0.03 -0.01 -0.03
C -3.4481 -3.0751 0.7794 0.11 -0.21 -0.03
S -4.3041 -1.6165 0.7247 -0.06 -0.07 -0.02
C -0.7073 -2.3968 -1.7472 -0.08 0.05 -0.09
S -0.5307 -1.9209 -0.0896 0.19 -0.15 -0.11
H 2.0349 -1.4591 -3.4157 0.00 0.00 0.01
H 2.0368 -1.8874 -1.6825 0.01 0.00 0.02
H 1.2540 -0.3952 -2.2278 0.03 0.00 0.02
H 0.3364 -2.5223 -4.8103 -0.03 0.00 0.01
H -2.1233 -3.6842 -4.3195 0.03 0.01 0.01
H -3.2689 -4.6646 -2.3262 -0.04 0.00 0.02
H -3.9857 -2.8084 -2.0441 -0.02 0.04 0.06
H -1.9460 -5.6940 -0.3980 -0.01 0.02 0.02
H -1.9264 -5.5050 2.3530 -0.01 0.02 -0.01
H -3.7711 -3.9529 3.8571 -0.01 0.00 0.01
H -3.8128 -2.2994 3.1938 -0.01 0.00 0.01
H -2.2684 -3.0021 3.7346 0.00 0.01 0.02
C 4.1242 1.4664 -3.0581 0.01 0.03 -0.02
Ge 5.2042 1.8669 -1.4767 -0.07 -0.06 0.00
C 4.7601 3.6451 -0.8028 0.00 0.03 0.00
C 7.1134 1.7814 -1.9400 0.04 -0.01 0.02
C 4.7725 0.4912 -0.1316 0.04 0.13 -0.09
Se 2.8880 0.6743 0.3669 -0.02 -0.18 0.05
C 3.1287 1.8093 1.9204 0.03 0.05 -0.01
H 4.2297 2.2471 -3.8140 0.02 -0.01 0.02
H 3.0689 1.4107 -2.7845 0.02 -0.01 0.01
H 4.4238 0.5179 -3.5087 -0.01 0.00 0.02
H 4.9566 4.3847 -1.5819 0.00 0.00 0.01
H 5.3624 3.9079 0.0689 0.00 -0.02 -0.01
H 3.7034 3.7107 -0.5333 0.02 -0.02 -0.02
H 7.3592 2.5149 -2.7102 -0.02 -0.01 0.01
H 7.3752 0.7911 -2.3178 -0.01 0.02 0.01
H 7.7336 1.9871 -1.0655 -0.01 0.00 -0.01
H 5.3799 0.5471 0.7721 -0.02 0.03 0.00
H 4.9007 -0.5083 -0.5494 -0.01 0.01 -0.01
H 3.6777 2.7082 1.6492 -0.01 0.00 0.00
H 3.6443 1.2626 2.7080 0.02 0.00 -0.01
H 2.1336 2.0966 2.2521 -0.02 0.00 0.02

3.
107
Properties=species:S:1:pos:R:3:forces:R:3 method="wB97M-V/def2-TZVPD" spin_multiplicity=3 homo_energy_ev=-6.97 orbital_gap_ev=6.66 e_tot_ev=-63210.942 total_charge=0
C -0.3577 1.0348 0.7387 -0.25 -1.22 -0.59
C 0.2739 1.0753 -0.7137 -1.83 0.12 0.44
N 1.0727 2.2836 -1.0172 0.84 -0.62 0.44
C 2.4686 2.1832 -0.6575 2.00 0.06 -0.80
C 3.5067 2.0100 -1.6748 -0.13 0.54 3.20
O 3.2563 1.8903 -3.0269 0.05 -0.54 1.25
C 2.2675 0.8867 -3.3547 -0.52 -0.58 -0.85
C 2.4851 -0.5319 -2.7232 -0.67 -1.08 -1.19
C 1.1635 -1.3681 -3.0936 -0.36 1.92 0.06
C 3.7083 -1.3468 -3.3134 0.51 -1.14 1.28
C 3.4171 -2.8990 -3.0367 1.38 0.20 -0.05
C 5.0821 -1.0553 -2.5977 0.17 0.22 0.45
C 4.9596 1.9632 -1.2673 -0.45 0.24 1.15
C 5.4356 2.0535 0.1003 -2.05 -0.69 0.20
N 6.7557 1.9853 0.5292 -0.58 0.42 -3.32
C 7.6265 1.7875 -0.4227 1.04 0.29 0.25
C 8.3934 3.0093 -1.0348 -0.16 -0.70 -0.05
C 7.9641 0.4074 -1.0580 -0.41 0.44 -0.62
C 4.3791 2.2007 1.1773 1.05 -0.16 -1.37
N 4.7203 2.2633 2.4948 -3.21 0.11 -2.04
S 3.2094 2.4392 3.2172 0.26 -0.05 -1.53
N 2.1850 2.4382 1.9022 1.56 -0.22 -0.72
C 2.9288 2.2810 0.7608 1.32 -0.07 1.56
H 0.2101 0.2827 1.3440 -0.51 1.16 -0.23
H -0.4322 2.0267 1.2390 0.22 -0.78 -0.39
H -1.3863 0.5892 0.6313 0.85 0.53 0.23
H -0.6004 1.0635 -1.4298 0.90 0.03 0.51
H 0.8061 0.1113 -0.8681 -0.03 1.05 -0.03
H 0.6279 3.0882 -0.5675 0.34 -0.36 -0.13
H 1.2282 1.2846 -3.1929 1.15 -0.39 0.28
H 2.3414 0.7396 -4.4716 0.16 0.26 1.04
H 2.5468 -0.5566 -1.6094 0.25 0.39 -0.83
H 0.3278 -0.6090 -3.0927 0.56 -0.97 0.03
H 1.2145 -1.7585 -4.1366 0.00 0.00 0.92
H 0.9047 -2.1282 -2.3243 0.33 0.35 -0.84
H 3.8704 -1.2220 -4.4121 -0.49 0.15 0.76
H 2.9855 -3.0653 -2.0138 0.14 0.19 -1.05
H 4.4239 -3.4061 -3.0089 -1.04 0.28 -0.17
H 2.8280 -3.3831 -3.8478 0.18 0.37 0.85
H 4.9541 -0.9676 -1.4797 -0.06 -0.05 -1.06
H 5.5714 -0.1072 -2.9256 -0.58 -0.69 0.10
H 5.8338 -1.8800 -2.7406 -0.79 0.69 -0.16
H 5.7010 1.8398 -2.0929 -0.84 0.21 0.80
H 7.9177 3.1875 -2.0439 0.32 -0.29 0.91
H 8.2513 3.9413 -0.4434 0.17 -0.89 -0.28
H 9.4683 2.7773 -1.2414 -0.84 0.26 0.29
H 7.5100 0.4146 -2.0930 0.45 0.04 0.93
H 9.0656 0.2710 -1.2329 -1.00 0.21 0.44
H 7.5079 -0.4566 -0.5256 0.41 0.80 -0.18
C -2.2296 -2.4072 6.3493 0.19 0.06 0.30
C -2.0282 -2.7721 4.8567 -1.30 -0.27 1.70
C -1.4318 -4.1857 4.7378 0.46 -0.07 -0.26
C 0.0506 -4.2584 5.0940 -0.02 0.03 0.04
C 0.8483 -3.2183 4.3140 -0.32 -0.41 -0.13
C 0.2857 -1.7964 4.4598 1.57 0.92 1.22
N -1.1815 -1.7330 4.2012 0.29 -1.93 -2.84
O -1.3657 -1.8248 2.8929 -0.12 0.76 1.04
C 0.6019 -1.2642 5.8745 -0.11 -0.12 0.32
C 1.0758 -0.8564 3.5321 -0.44 -0.05 -0.42
C -3.4570 -2.8118 4.2822 0.19 0.29 -0.71
H -2.1935 -1.3266 6.5036 0.07 -0.06 -0.07
H -3.2047 -2.7348 6.7153 0.04 -0.09 -0.21
H -1.4956 -2.8756 7.0054 0.06 0.10 -0.04
H -1.5546 -4.5523 3.7125 -0.06 0.19 -0.02
H -1.9890 -4.8780 5.3758 -0.14 0.21 0.01
H 0.1948 -4.1234 6.1701 -0.01 0.04 -0.02
H 0.4313 -5.2569 4.8619 -0.03 0.03 0.04
H 1.8912 -3.2430 4.6428 -0.05 0.25 0.00
H 0.8582 -3.5083 3.2573 -0.12 0.16 -0.01
H 0.1325 -0.2919 6.0421 -0.04 -0.07 -0.05
H 1.6785 -1.1290 6.0022 -0.05 -0.03 -0.22
H 0.2968 -1.9348 6.6752 -0.11 0.04 -0.04
H 1.0475 -1.1749 2.4900 -0.17 -0.04 0.09
H 2.1301 -0.8279 3.8159 -0.13 -0.13 0.23
H 0.6920 0.1650 3.5888 -0.02 -0.07 -0.03
H -3.9301 -1.8272 4.3344 0.08 -0.04 -0.02
H -4.0772 -3.5093 4.8480 0.24 0.03 0.18
H -3.4832 -3.1513 3.2457 0.14 0.19 0.01
C -5.0534 3.6129 -2.6654 -0.30 0.16 0.12
C -4.5070 2.2167 -3.0571 0.09 2.12 -0.47
C -5.2472 1.6939 -4.3005 -0.26 -0.48 0.02
C -6.6642 1.2062 -4.0109 0.00 0.04 0.04
C -6.6692 0.2039 -2.8607 0.24 0.03 -0.47
C -5.9687 0.7327 -1.5996 -1.71 0.27 1.33
N -4.6183 1.2941 -1.8896 0.85 -2.71 -1.98
O -3.7931 0.2787 -2.0945 -0.27 1.01 0.78
C -6.8590 1.8025 -0.9305 -0.10 0.33 -0.13
C -5.9117 -0.3987 -0.5566 0.66 -0.21 -0.16
C -3.0437 2.4823 -3.4542 0.33 -0.67 0.30
H -4.9235 3.8066 -1.5984 -0.03 -0.10 -0.05
H -4.5238 4.4126 -3.1868 0.06 -0.21 -0.09
H -6.1063 3.7442 -2.9157 -0.01 -0.06 0.11
H -4.6846 0.8640 -4.7425 0.10 0.02 0.17
H -5.2851 2.4752 -5.0652 0.16 0.10 0.17
H -7.3232 2.0501 -3.7862 0.03 0.00 0.03
H -7.0754 0.7330 -4.9067 0.01 0.05 0.03
H -7.7018 -0.0711 -2.6269 0.10 0.05 0.23
H -6.1812 -0.7168 -3.1995 0.14 0.07 0.13
H -6.3466 2.2660 -0.0842 0.04 -0.03 -0.08
H -7.7765 1.3520 -0.5448 0.15 -0.16 -0.06
H -7.1845 2.5897 -1.6072 0.12 0.03 0.01
H -5.4059 -1.2895 -0.9315 0.12 0.17 -0.02
H -6.9190 -0.7105 -0.2733 -0.04 0.24 -0.15
H -5.3996 -0.0705 0.3513 0.03 0.00 -0.08
H -2.4659 2.8508 -2.6017 -0.05 -0.06 -0.03
H -2.9877 3.2346 -4.2429 -0.30 0.03 0.10
H -2.5466 1.5942 -3.8479 -0.08 -0.06 0.21

4.
10
Properties=species:S:1:pos:R:3:forces:R:3 method="wB97M-V/def2-TZVPD" relative_energy_ev=2.262 homo_energy_ev=-10.16 orbital_gap_ev=9.80 smiles="C#CC(=O)C=C" e_tot_ev=-7293.447 total_charge=0
C -1.7418 -1.1571 -0.0895 2.56 0.91 0.51
C -1.4178 0.0966 0.1490 -1.30 2.88 -0.34
C -0.0482 0.6656 -0.0663 1.46 -1.26 1.66
C 1.0373 -0.3833 -0.0321 6.31 -2.86 0.02
C 2.1774 -0.9794 0.0503 -8.23 4.24 -0.59
H -2.7339 -1.4028 -0.0810 -2.20 -1.16 0.13
H -0.9120 -1.8286 -0.1629 -0.04 -0.84 -0.60
H -2.2468 0.8305 0.3974 1.26 -0.68 -0.52
H 3.0454 -1.5124 0.1696 1.49 -0.96 0.14
O 0.3507 1.8075 -0.0488 -1.30 -0.27 -0.42

5.
52
Properties=species:S:1:pos:R:3:forces:R:3 method="wB97M-V/def2-TZVPD" relative_energy_ev=0.750 homo_energy_ev=-8.49 orbital_gap_ev=9.09 smiles="CC(C)CCOc1cccc(OCC(=O)N(C)[C@@H]2CCS(=O)(=O)C2)c1" e_tot_ev=-41666.511 total_charge=0
C -5.0883 -2.5203 -0.3108 0.01 0.29 -0.12
H -4.8718 -3.0583 -1.2312 0.00 -0.14 -0.09
H -6.1541 -2.6006 -0.1100 -0.10 -0.08 0.04
H -4.5582 -3.0013 0.5073 0.05 -0.11 0.11
C -4.6904 -1.0508 -0.4353 0.10 -0.03 0.04
C -4.9090 -0.3230 0.8886 -0.09 -0.05 -0.22
H -4.2967 -0.7612 1.6716 0.02 -0.01 0.12
H -4.6458 0.7289 0.7969 0.04 0.13 0.07
H -5.9531 -0.3908 1.1866 -0.11 0.02 0.06
C -3.2539 -0.8800 -0.9519 -0.04 -0.04 0.32
C -2.1538 -1.4606 -0.0577 -0.09 -0.14 -0.56
H -1.2229 -1.5515 -0.6321 -0.04 -0.02 0.10
O -1.9293 -0.7274 1.1326 0.07 0.22 0.27
C -1.3094 0.4784 1.0837 0.09 0.25 0.32
C -0.6940 1.0055 -0.0487 -0.06 -0.20 -0.31
C -0.0336 2.2251 0.0268 -0.01 0.15 0.37
C -0.0126 2.9391 1.2218 0.14 0.08 -0.28
C -0.6386 2.4159 2.3374 0.02 -0.06 -0.12
C -1.2741 1.1919 2.2821 -0.15 -0.26 -0.08
H -1.7539 0.7680 3.1489 -0.07 -0.06 0.11
H -0.6234 2.9681 3.2646 0.00 0.05 0.09
H 0.4930 3.8905 1.2512 0.07 0.13 0.00
O 0.6447 2.7934 -1.0185 -0.10 0.07 0.24
C 0.8302 2.0410 -2.1932 -0.18 -0.06 -0.31
C 1.4373 0.6499 -1.9951 0.00 0.06 -0.04
O 0.9664 -0.3050 -2.5916 -0.30 -0.01 -0.25
N 2.4837 0.5307 -1.1476 0.16 -0.15 -0.07
C 3.1328 1.6544 -0.5066 -0.03 0.37 0.12
H 3.1425 2.5128 -1.1754 0.05 0.00 0.07
H 4.1624 1.3996 -0.2639 -0.09 0.12 -0.10
H 2.6144 1.9463 0.4102 0.08 0.04 0.02
C 2.9127 -0.8224 -0.8266 -0.64 -0.32 -0.22
C 4.3973 -1.0506 -1.0352 0.14 0.14 0.71
H 4.6110 -2.0732 -1.3287 0.02 -0.09 0.03
H 4.8490 -0.3559 -1.7351 0.11 0.06 0.01
S 5.1638 -0.8228 0.6136 0.22 0.05 0.06
O 5.8673 0.4325 0.6660 -0.07 0.28 -0.02
O 5.9003 -2.0019 0.9675 -0.15 -0.48 0.04
C 3.6180 -0.7237 1.5855 0.52 -0.07 -0.46
C 2.5604 -1.2220 0.6249 -0.35 -0.09 -0.18
H 1.5718 -0.8352 0.8792 0.00 -0.06 0.00
H 2.5205 -2.3116 0.6679 -0.04 -0.02 0.01
H 3.4836 0.3087 1.8880 0.04 0.11 -0.01
H 3.7363 -1.3591 2.4560 0.13 -0.02 0.07
H 2.3336 -1.4549 -1.5114 0.28 0.14 0.24
H 1.4915 2.6438 -2.8242 -0.08 -0.09 0.05
H -0.1170 1.8988 -2.7307 0.20 -0.06 0.11
H -0.7306 0.4679 -0.9792 -0.03 -0.10 -0.13
H -2.4317 -2.4578 0.2892 0.09 0.06 -0.06
H -3.1705 -1.3645 -1.9273 0.06 0.03 -0.07
H -3.0651 0.1866 -1.0914 0.06 0.01 -0.12
H -5.3428 -0.5913 -1.1886 0.05 -0.03 0.05

Repeat the fifth record exactly.
52
Properties=species:S:1:pos:R:3:forces:R:3 method="wB97M-V/def2-TZVPD" relative_energy_ev=0.750 homo_energy_ev=-8.49 orbital_gap_ev=9.09 smiles="CC(C)CCOc1cccc(OCC(=O)N(C)[C@@H]2CCS(=O)(=O)C2)c1" e_tot_ev=-41666.511 total_charge=0
C -5.0883 -2.5203 -0.3108 0.01 0.29 -0.12
H -4.8718 -3.0583 -1.2312 0.00 -0.14 -0.09
H -6.1541 -2.6006 -0.1100 -0.10 -0.08 0.04
H -4.5582 -3.0013 0.5073 0.05 -0.11 0.11
C -4.6904 -1.0508 -0.4353 0.10 -0.03 0.04
C -4.9090 -0.3230 0.8886 -0.09 -0.05 -0.22
H -4.2967 -0.7612 1.6716 0.02 -0.01 0.12
H -4.6458 0.7289 0.7969 0.04 0.13 0.07
H -5.9531 -0.3908 1.1866 -0.11 0.02 0.06
C -3.2539 -0.8800 -0.9519 -0.04 -0.04 0.32
C -2.1538 -1.4606 -0.0577 -0.09 -0.14 -0.56
H -1.2229 -1.5515 -0.6321 -0.04 -0.02 0.10
O -1.9293 -0.7274 1.1326 0.07 0.22 0.27
C -1.3094 0.4784 1.0837 0.09 0.25 0.32
C -0.6940 1.0055 -0.0487 -0.06 -0.20 -0.31
C -0.0336 2.2251 0.0268 -0.01 0.15 0.37
C -0.0126 2.9391 1.2218 0.14 0.08 -0.28
C -0.6386 2.4159 2.3374 0.02 -0.06 -0.12
C -1.2741 1.1919 2.2821 -0.15 -0.26 -0.08
H -1.7539 0.7680 3.1489 -0.07 -0.06 0.11
H -0.6234 2.9681 3.2646 0.00 0.05 0.09
H 0.4930 3.8905 1.2512 0.07 0.13 0.00
O 0.6447 2.7934 -1.0185 -0.10 0.07 0.24
C 0.8302 2.0410 -2.1932 -0.18 -0.06 -0.31
C 1.4373 0.6499 -1.9951 0.00 0.06 -0.04
O 0.9664 -0.3050 -2.5916 -0.30 -0.01 -0.25
N 2.4837 0.5307 -1.1476 0.16 -0.15 -0.07
C 3.1328 1.6544 -0.5066 -0.03 0.37 0.12
H 3.1425 2.5128 -1.1754 0.05 0.00 0.07
H 4.1624 1.3996 -0.2639 -0.09 0.12 -0.10
H 2.6144 1.9463 0.4102 0.08 0.04 0.02
C 2.9127 -0.8224 -0.8266 -0.64 -0.32 -0.22
C 4.3973 -1.0506 -1.0352 0.14 0.14 0.71
H 4.6110 -2.0732 -1.3287 0.02 -0.09 0.03
H 4.8490 -0.3559 -1.7351 0.11 0.06 0.01
S 5.1638 -0.8228 0.6136 0.22 0.05 0.06
O 5.8673 0.4325 0.6660 -0.07 0.28 -0.02
O 5.9003 -2.0019 0.9675 -0.15 -0.48 0.04
C 3.6180 -0.7237 1.5855 0.52 -0.07 -0.46
C 2.5604 -1.2220 0.6249 -0.35 -0.09 -0.18
H 1.5718 -0.8352 0.8792 0.00 -0.06 0.00
H 2.5205 -2.3116 0.6679 -0.04 -0.02 0.01
H 3.4836 0.3087 1.8880 0.04 0.11 -0.01
H 3.7363 -1.3591 2.4560 0.13 -0.02 0.07
H 2.3336 -1.4549 -1.5114 0.28 0.14 0.24
H 1.4915 2.6438 -2.8242 -0.08 -0.09 0.05
H -0.1170 1.8988 -2.7307 0.20 -0.06 0.11
H -0.7306 0.4679 -0.9792 -0.03 -0.10 -0.13
H -2.4317 -2.4578 0.2892 0.09 0.06 -0.06
H -3.1705 -1.3645 -1.9273 0.06 0.03 -0.07
H -3.0651 0.1866 -1.0914 0.06 0.01 -0.12
H -5.3428 -0.5913 -1.1886 0.05 -0.03 0.05